18
Properties=species:S:1:pos:R:3 method="wB97M-V/def2-TZVPD" e_homo_ev="-5.943 / -8.144" total_charge=0 largest_force_ev_per_a=5.179 orbital_gap_ev="6.6 / 7.0" de_lowest_kcal_mol=80.0 e_lumo_ev="0.6 / -1.1" e_tot_ev=-18914.26906 spin_multiplicity=3 s_squared=2.05
C -0.1892 0.2479 0.4979
C -0.2699 1.5089 0.1956
C 2.0660 0.3794 0.0062
C -0.1959 -2.2325 -0.2565
C -1.5555 -1.6996 -0.3404
C -0.6022 -1.1240 0.7580
N 0.7490 2.1613 -0.4752
N 1.8796 1.5428 -0.6432
N -1.2105 2.3797 0.6226
I 3.8227 -0.6703 -0.0285
H 0.1759 -3.2251 0.2245
H 0.4692 -2.0894 -1.0107
H -1.6490 -1.0861 -1.1086
H -2.3109 -2.3593 -0.0065
H -0.6717 -1.4299 1.7847
H 2.6470 2.1691 -0.9103
H -2.1966 2.2034 0.3721
H -0.9580 3.3238 0.3182